Entry 1:
Here is a structure of composition C2BrClFIO at a distorted geometry from the Open Molecules 2025 dataset. Energies are from the ωB97M-V functional and the def2-TZVPD basis.

Computed properties:
Energy relative to the best compared isomer or geometry (same formula, charge and spin)   8.6 kcal/mol
HOMO-LUMO gap   0.3294 Ha

CARTESIAN COORDINATES (ANGSTROEM)
C -0.66 0.36 -0.53
C 0.35 -0.38 0.44
O -0.73 0.16 -1.67
F 0.11 -0.29 1.71
Cl -1.87 1.50 0.34
Br 0.56 -2.19 -0.18
I 2.24 0.84 -0.10

Entry 2:
Here is a cluster of 2 separate species, C2BrF3I2 in total from the Open Molecules 2025 dataset. Energies are from the ωB97M-V functional and the def2-TZVPD basis.

Computed properties:
Energy relative to the best compared isomer or geometry (same formula, charge and spin)   10.3 kcal/mol
HOMO-LUMO gap   0.2831 Ha
SMILES   FC(F)=C(F)Br.II

CARTESIAN COORDINATES (ANGSTROEM)
F 1.38 1.04 -0.17
C 0.32 0.73 0.55
F 0.61 -0.19 1.46
C -0.89 1.26 0.38
F -1.91 0.89 1.14
Br -1.28 2.55 -0.92
I 2.01 -2.93 -0.55
I -0.24 -3.33 -1.90

Q: Which formula does entry 1 have?
A: C2BrClFIO